{"formula": "C3H14N4", "method": "ωB97M-V with the def2-TZVPD basis set", "symbols": ["C", "C", "C", "N", "N", "N", "N", "H", "H", "H", "H", "H", "H", "H", "H", "H", "H", "H", "H", "H", "H"], "positions_angstrom": [[0.6449, -1.6141, -0.3321], [-1.7909, -0.2855, 1.0688], [-0.0653, -0.3291, -0.7215], [1.1184, 0.7927, 0.3134], [-1.3496, -0.0700, -0.2732], [2.5097, 0.7010, -0.1015], [-1.7728, 1.3710, -0.5093], [1.6944, -1.5739, -0.5852], [0.2704, -2.4463, -0.8711], [0.3789, -1.9211, 0.6175], [-2.8797, -0.5846, 1.2552], [-1.4145, -1.2768, 1.3657], [-1.6073, 0.4609, 1.7056], [-0.0929, 0.1096, -1.7881], [1.1576, 0.3144, 1.1892], [2.7169, 1.5934, -0.3981], [3.0949, 0.5573, 0.7122], [2.7830, 0.0168, -0.7964], [-1.4633, 1.6721, -1.3717], [-1.3101, 2.0375, 0.2035], [-2.7953, 1.2749, -0.7165]], "forces_ev_per_angstrom": [[-0.5, 1.8, -1.9], [-2.3, -5.8, -0.7], [-3.7, -2.2, -4.8], [3.0, 2.5, 1.5], [-0.9, 1.2, 0.2], [-0.2, -0.7, 2.0], [-0.2, -0.8, 1.5], [0.3, -0.3, 0.5], [-0.5, -0.8, -1.3], [0.3, -0.3, 2.5], [0.9, 1.0, -1.2], [0.6, 0.6, 0.3], [1.3, 2.9, 2.6], [0.9, -1.3, 1.3], [-0.4, -0.5, 1.3], [1.0, 2.8, -1.5], [0.6, -0.3, 0.4], [-0.4, -0.4, -0.6], [1.5, 0.7, -2.8], [-1.7, -0.8, -0.8], [0.4, 0.8, 1.4]], "lowdin_spin": [0.08, 0.02, 0.54, 0.84, 0.24, 0.07, 0.07, 0.01, 0.03, 0.00, 0.01, 0.00, 0.01, 0.02, 0.02, 0.01, 0.01, 0.01, 0.00, 0.01, 0.00], "multiplicity": 3, "fmax_ev_per_a": 6.43, "orbital_gap_ev": [6.64, 7.33], "homo_energy_ev": [-13.69, -18.85], "charge": 2}

{"formula": "C3H14N4O", "method": "ωB97M-V with the def2-TZVPD basis set", "symbols": ["C", "C", "C", "N", "N", "N", "N", "O", "H", "H", "H", "H", "H", "H", "H", "H", "H", "H", "H", "H", "H", "H"], "positions_angstrom": [[-0.2563, -0.3090, 0.9047], [-0.3269, -1.3979, 0.1321], [2.3434, 0.2590, 0.0694], [0.7243, -2.4417, -0.0257], [2.6448, 1.3644, 0.7461], [-3.4730, 0.9254, -0.5444], [2.1272, 0.2204, -1.2306], [-1.1510, 0.6767, 0.8746], [0.4383, -0.2514, 1.7346], [-1.1798, -1.3581, -0.5769], [2.5305, -0.8293, 0.4697], [1.0508, -3.0983, 0.6303], [0.3122, -3.0289, -0.7146], [3.1530, 1.5803, 1.5451], [2.4051, 2.2086, 0.2433], [-4.2242, 1.4761, 0.0188], [-3.8532, 0.0412, -0.9181], [-3.3422, 1.5092, -1.4739], [-1.2733, 1.1901, 1.6817], [2.2534, 1.0093, -1.7676], [1.6077, -0.4748, -1.7221], [-2.5111, 0.7287, -0.0763]], "forces_ev_per_angstrom": [[1.7, -2.5, 1.4], [0.9, -0.2, 0.3], [2.2, -2.9, 0.9], [-2.3, 2.7, -1.9], [-2.0, -0.1, -3.5], [-0.7, 1.8, -2.1], [-0.4, 0.0, 1.4], [-2.0, 1.7, -1.0], [0.2, 0.1, -0.1], [0.8, -0.8, 0.1], [-0.8, 2.4, -0.1], [0.0, -0.1, 2.1], [0.1, -0.6, -1.0], [1.0, -0.8, 2.0], [0.2, 0.3, 0.0], [1.7, -1.4, -0.8], [-0.2, 0.3, 0.6], [0.0, -1.1, 2.3], [0.4, -0.3, 0.2], [0.3, 2.4, -1.3], [0.1, -1.2, 0.4], [-1.1, 0.6, 0.0]], "lowdin_charge": [-0.26, -0.12, -0.19, 0.06, 0.22, 0.24, 0.21, -0.02, 0.13, 0.12, 0.19, 0.08, 0.07, 0.12, 0.14, 0.20, 0.14, 0.20, 0.15, 0.11, 0.12, 0.10], "fmax_ev_per_a": 4.04, "orbital_gap_ev": 8.94, "homo_energy_ev": -15.59, "charge": 2}

{"formula": "C3H14N6O", "method": "ωB97M-V with the def2-TZVPD basis set", "symbols": ["C", "C", "C", "N", "N", "N", "N", "N", "N", "O", "H", "H", "H", "H", "H", "H", "H", "H", "H", "H", "H", "H", "H", "H"], "positions_angstrom": [[-0.7307, 1.5485, 1.4773], [-0.9994, -3.0062, -1.6155], [2.5462, -0.0863, -0.9240], [-1.5559, 2.1990, 2.2554], [-1.1148, 0.3793, 1.0917], [0.2577, -2.5100, -1.9785], [1.8729, -1.0093, -1.8280], [-1.2946, 3.4366, 2.8538], [0.7956, -1.5376, -1.3742], [0.4038, 1.8626, 0.9604], [-1.4736, -3.5369, -2.4833], [-0.7876, -3.9245, -0.8707], [-1.6434, -2.1594, -1.3474], [1.7045, 0.3941, -0.4088], [3.4113, -0.4712, -0.5549], [2.9854, 0.7907, -1.5258], [-2.5928, 1.7275, 2.3171], [-2.0001, -0.0243, 1.3166], [0.7836, -2.8640, -2.8550], [2.3701, -1.5200, -2.5183], [0.8334, 2.7475, 1.1236], [-1.6627, 3.5226, 3.7850], [-1.6172, 4.2831, 2.2884], [-0.4915, -0.2418, 0.8150]], "forces_ev_per_angstrom": [[-0.5, 0.7, 0.5], [-0.6, -2.6, 0.0], [-2.6, 3.3, -3.6], [-3.7, 0.4, 1.1], [-3.9, 0.2, 0.5], [1.3, -3.8, -6.1], [2.7, 0.8, -0.8], [0.2, 1.6, -2.0], [-2.6, 3.6, 6.4], [1.9, 1.9, 0.2], [0.6, 0.6, 0.6], [-0.9, 2.2, -0.8], [0.2, -0.5, 0.7], [0.9, -0.6, 0.9], [2.0, -1.6, 2.1], [-0.7, -1.2, 0.2], [3.3, 1.7, 0.0], [-0.4, 0.1, 0.4], [-1.3, 0.0, 1.5], [1.1, -0.3, -1.2], [-1.0, -0.9, 0.4], [0.0, -0.5, 0.3], [0.3, -1.8, 0.8], [3.7, -3.2, -2.0]], "lowdin_spin": [0.00, 0.08, 0.06, 0.00, 0.00, 0.59, 0.59, 0.00, 0.53, 0.00, 0.01, 0.06, 0.01, 0.00, 0.02, 0.02, 0.00, 0.00, 0.00, 0.01, 0.00, 0.00, 0.00, 0.00], "multiplicity": 3, "fmax_ev_per_a": 7.75, "orbital_gap_ev": [8.68, 6.35], "homo_energy_ev": [-14.51, -17.11], "charge": 2}

{"formula": "C3H14NO2", "method": "ωB97M-V with the def2-TZVPD basis set", "symbols": ["C", "C", "N", "C", "H", "H", "H", "H", "H", "H", "H", "H", "H", "H", "H", "H", "O", "H", "H", "O"], "positions_angstrom": [[-1.5363, -0.3460, -1.1344], [-0.1754, 0.3239, -1.3025], [0.7592, 0.0555, -0.1724], [2.1964, -0.0614, -0.5407], [-2.1245, 0.0585, -0.3228], [-2.0625, -0.2409, -2.0819], [-1.3760, -1.4180, -1.0019], [0.2833, -0.0514, -2.2121], [-0.2423, 1.3980, -1.4631], [0.4694, -0.7900, 0.3462], [0.6628, 0.7965, 0.5282], [2.2827, -0.6409, -1.4542], [2.7112, -0.5954, 0.2496], [2.6326, 0.9251, -0.6258], [-0.9542, 2.9172, 0.6697], [-1.2115, 2.1819, 1.9794], [-0.6949, 2.1314, 1.1684], [-1.0738, -2.5714, 1.1980], [0.1450, -2.5648, 2.1232], [-0.2580, -2.0882, 1.3857]], "forces_ev_per_angstrom": [[0.7, -0.1, -0.3], [-0.4, 0.1, -0.5], [0.2, 0.0, 0.5], [0.0, -0.2, 0.1], [-0.1, 0.1, 0.2], [-0.2, 0.1, 0.1], [-0.1, 0.0, 0.1], [0.2, -0.3, 0.0], [-0.1, 0.1, 0.3], [-0.2, -0.2, -0.2], [-0.3, 0.2, -0.1], [0.0, 0.1, -0.1], [0.0, 0.0, 0.1], [0.0, 0.1, -0.3], [0.1, -0.1, 0.1], [0.1, 0.0, 0.1], [-0.1, 0.1, -0.2], [0.1, 0.1, 0.0], [0.0, 0.1, -0.1], [-0.1, -0.2, 0.1]], "lowdin_charge": [-0.06, -0.19, -0.02, 0.01, 0.08, 0.09, 0.08, 0.12, 0.13, 0.10, 0.13, 0.10, 0.10, 0.11, 0.07, 0.07, -0.03, 0.07, 0.08, -0.04], "fmax_ev_per_a": 0.76, "orbital_gap_ev": 13.11, "homo_energy_ev": -15.90, "charge": 1}

{"formula": "C3H14NO2", "method": "ωB97M-V with the def2-TZVPD basis set", "symbols": ["C", "C", "C", "N", "H", "H", "H", "H", "H", "H", "H", "H", "H", "H", "H", "H", "O", "H", "H", "O"], "positions_angstrom": [[0.9825, 0.2544, -0.0357], [0.9214, 0.2542, 1.4991], [2.3675, 0.1129, 2.0310], [-0.4771, 0.2205, -0.6333], [1.3736, -0.7184, -0.3364], [1.4701, 1.1169, -0.4696], [0.6129, 1.2592, 1.7655], [0.2858, -0.5413, 1.8736], [2.3225, -0.0636, 3.0982], [2.9902, 0.9350, 1.6400], [2.8301, -0.7705, 1.6049], [-0.3376, 0.9003, -1.3716], [-1.2010, 0.5273, 0.0092], [-0.5414, -0.7839, -0.7930], [-1.3516, -2.9609, -2.1646], [-2.4336, -2.9089, -1.1851], [-1.5002, -2.7079, -1.2468], [-2.9111, 2.3931, -1.1083], [-2.8071, 1.8344, -2.5512], [-2.5959, 1.6472, -1.6256]], "forces_ev_per_angstrom": [[-1.5, -1.1, 1.3], [1.6, 0.9, -1.0], [-0.5, -0.4, -1.0], [2.8, 0.2, 1.4], [0.5, 0.4, -0.4], [0.3, -0.1, 0.0], [-0.7, 0.0, 0.5], [-0.2, 0.1, 0.0], [0.4, 0.6, 0.2], [-0.3, 0.0, 0.9], [0.0, -0.4, -0.1], [-1.3, -0.7, -0.8], [0.0, 0.1, -0.1], [-1.2, 0.0, -1.1], [0.5, 0.0, -0.1], [-0.5, 0.0, 0.6], [0.2, 0.2, -0.4], [-0.2, 0.2, -0.2], [-0.1, 0.1, 0.3], [0.3, -0.1, -0.2]], "lowdin_charge": [-0.12, -0.24, -0.09, 0.18, 0.13, 0.13, 0.11, 0.12, 0.08, 0.09, 0.07, 0.14, 0.14, 0.11, 0.06, 0.05, -0.04, 0.06, 0.07, -0.05], "fmax_ev_per_a": 3.11, "orbital_gap_ev": 12.53, "homo_energy_ev": -15.63, "charge": 1}

{"formula": "C3H14NO2", "method": "ωB97M-V with the def2-TZVPD basis set", "symbols": ["C", "C", "C", "N", "H", "H", "H", "H", "H", "H", "H", "H", "H", "H", "H", "H", "O", "H", "H", "O"], "positions_angstrom": [[0.5055, 0.6405, -0.7548], [0.3099, -0.7934, -0.3672], [1.5013, -1.6410, -0.8399], [-0.6551, 1.5119, -0.2846], [0.5419, 0.8235, -1.8292], [1.4008, 1.0799, -0.3253], [0.0874, -0.8768, 0.6902], [-0.6447, -1.1912, -0.7281], [2.3833, -0.9992, -0.8985], [1.3166, -2.0081, -1.8437], [1.7226, -2.3741, -0.1000], [-0.3751, 1.8549, 0.6396], [-1.5054, 0.9766, 0.0164], [-0.9271, 2.2943, -0.8728], [-3.3401, -0.6257, 0.6457], [-3.6209, 0.3736, -0.4708], [-2.9003, -0.0386, 0.0191], [1.9736, 0.8372, 2.3038], [1.0999, -0.2446, 2.8604], [1.1259, 0.4003, 2.1398]], "forces_ev_per_angstrom": [[-0.7, 0.8, -0.7], [-0.9, -0.7, -0.1], [-0.3, 1.4, 0.0], [0.0, -0.3, 2.0], [0.1, -0.4, -0.1], [0.0, -0.1, 0.1], [0.8, 0.2, 0.3], [0.2, 0.2, -0.8], [0.1, -0.1, 0.0], [0.1, -0.4, 0.1], [0.1, -1.0, 0.1], [0.2, 0.5, -0.2], [0.1, -0.3, -0.9], [0.2, 0.0, -0.1], [0.1, 0.0, 0.1], [-0.1, -0.1, -0.1], [-0.3, 0.1, 0.0], [-0.1, 0.1, -0.1], [-0.2, 0.0, -0.1], [0.5, 0.2, 0.5]], "lowdin_charge": [-0.16, -0.27, -0.06, 0.18, 0.14, 0.12, 0.08, 0.11, 0.08, 0.08, 0.07, 0.15, 0.10, 0.17, 0.09, 0.08, -0.03, 0.07, 0.07, -0.05], "fmax_ev_per_a": 2.01, "orbital_gap_ev": 11.91, "homo_energy_ev": -15.01, "charge": 1}